(1)
C18H30BrN3O4SY | ωB97M-V with the def2-TZVPD basis set

Results
- molar mass (g/mol) = 553.33
- orbital gap (eV) = 9.12
- HOMO energy (eV) = -17.7
- LUMO level (eV) = -8.56

```
! wB97M-V def2-TZVPD RIJCOSX def2/J DEFGRID3
* xyz 3 1
Y 0.398 -0.114 -0.114
Br -0.011 -2.505 1.728
S 2.900 0.016 -1.029
O -0.150 -1.366 -2.024
O -1.153 1.491 0.600
O -0.148 1.375 -1.869
O -1.921 -0.828 -0.247
N 1.783 -0.454 1.851
N 4.644 0.277 -2.962
N 2.861 1.708 -3.135
C -1.676 2.462 -0.340
C -2.408 -1.773 -1.217
C 4.739 0.687 3.907
C -0.215 -0.571 -3.233
C 4.920 2.279 -4.319
C 1.503 -1.594 2.477
C -0.880 0.769 -2.963
C 2.183 -2.101 3.554
C 2.826 0.259 2.329
C 3.589 -0.135 3.417
C -2.178 0.843 1.401
C 3.246 -1.344 4.027
C 3.498 0.732 -2.504
C -1.170 -2.382 -1.855
C -0.616 2.663 -1.398
C -2.925 -0.172 0.546
C 3.405 2.385 -4.327
C 5.331 0.829 -4.141
H 2.018 2.051 -2.707
H -0.812 1.409 -3.844
H -0.991 3.261 -2.228
H -2.849 1.587 1.830
H -1.396 -2.848 -2.812
H -3.660 0.292 -0.116
H 5.084 -0.471 -2.447
H 4.715 1.698 3.507
H 4.737 0.744 4.995
H 5.321 2.662 -5.255
H -2.600 2.079 -0.774
H 0.259 3.158 -0.972
H -3.444 -0.889 1.185
H -1.886 3.396 0.183
H -0.750 -1.116 -4.010
H 3.812 -1.699 4.880
H 3.089 3.426 -4.298
H 6.402 0.739 -3.974
H 2.988 1.925 -5.225
H -3.038 -1.250 -1.941
H -3.006 -2.546 -0.730
H 5.332 2.884 -3.509
H -1.646 0.352 2.217
H 3.052 1.179 1.805
H 5.684 0.229 3.609
H 0.817 -0.425 -3.549
H -1.929 0.655 -2.684
H -0.723 -3.132 -1.205
H 5.073 0.230 -5.016
H 1.899 -3.038 4.010
*
```

Atomic partial charges in e from the natural (NBO) method, atoms 1 to 2: number 1, Y, carries 1.899; number 2, Br, carries 0.180


(2)
C18H30F6N3O11S2Sr | ωB97M-V with the def2-TZVPD basis set

Results
- molar mass (g/mol) = 730.19
- orbital gap (eV) = 5.37
- HOMO energy (eV) = -3.5
- LUMO level (eV) = 1.86

```
! wB97M-V def2-TZVPD RIJCOSX def2/J DEFGRID3
* xyz -1 1
Sr -0.474 0.261 -0.257
S -1.324 3.754 -0.589
S -3.024 2.392 -2.117
F -0.086 5.803 -1.767
F -2.025 1.014 -4.206
F -2.654 -0.199 -2.427
F -4.129 0.667 -3.798
F -0.189 4.086 -3.067
F 1.169 4.078 -1.382
O 2.189 -5.343 3.187
O -0.071 -0.751 -2.515
O -0.617 3.645 0.656
O -2.412 4.694 -0.488
O -4.249 2.163 -1.376
O 1.089 -1.745 0.399
O -2.378 -1.550 0.263
O -2.959 3.516 -3.028
O 3.679 -0.890 0.444
O 4.646 -4.247 3.598
O -1.863 0.915 1.918
N -1.701 2.181 -1.216
N 0.855 1.390 1.642
N 1.677 1.227 -1.410
C 2.678 1.636 -3.626
C 4.201 -2.476 2.064
C 1.127 -0.348 -3.219
C 3.902 -3.695 2.804
C 1.331 1.083 4.012
C -3.251 1.005 2.189
C -2.932 0.855 -3.218
C -2.227 -2.483 1.339
C -1.077 1.073 3.120
C 1.574 -3.547 1.773
C -2.111 -3.901 0.807
C 2.462 -4.294 2.620
C 1.455 1.093 -2.876
C 1.928 -2.402 1.122
C 3.338 -1.880 1.176
C -0.329 -2.090 -2.861
C 0.412 0.729 2.877
C -0.036 4.477 -1.807
H -3.564 1.800 2.872
H 0.492 -0.351 2.699
H 2.581 2.721 -3.671
H 1.521 2.149 4.174
H -1.224 -2.533 -2.426
H -1.172 2.122 3.412
H 0.658 1.753 -3.222
H 0.720 2.385 1.823
H 1.987 2.187 -1.319
H -3.235 -1.809 -0.096
H -3.665 1.300 1.218
H -2.198 -4.663 1.577
H 3.596 1.367 -3.104
H 2.740 1.265 -4.651
H -1.207 -3.947 0.197
H 0.542 -3.875 1.766
H 1.859 1.292 1.497
H 1.057 -0.443 -4.306
H -3.050 -2.404 2.062
H -2.882 -4.152 0.062
H 1.162 0.528 4.939
H 2.489 0.683 -1.094
H 2.356 0.757 3.786
H 0.499 -2.746 -2.560
H -1.344 -2.284 1.948
H -1.384 0.342 3.871
H 5.227 -2.136 2.136
H -3.689 0.057 2.506
H 1.922 -1.032 -2.903
H -0.388 -2.230 -3.949
*
```

Atomic partial charges in e from the Mulliken method, atoms 1 to 2: number 1, Sr, carries 1.247; number 2, S, carries 0.620


(3)
C18H30INO3P | ωB97M-V with the def2-TZVPD basis set

Results
- molar mass (g/mol) = 466.32
- orbital gap (eV) = 8.83
- HOMO energy (eV) = -11.5
- SMILES string = CCOC[N@H+]1[C@@H](Cc2cccc(C)c2)CO[C@H]([C@H](I)CC)[C@@H]1[PH2]=O
- LUMO level (eV) = -2.62

```
! wB97M-V def2-TZVPD RIJCOSX def2/J DEFGRID3
* xyz 1 1
I 0.805 2.559 -4.823
P 2.024 -1.191 -0.779
O 0.725 2.645 2.059
O -0.374 0.281 -2.468
O 0.978 -2.179 -1.186
N 0.577 0.966 0.299
C -2.056 -1.561 2.108
C 2.153 1.136 3.413
C -1.826 -3.924 3.104
C -0.793 0.405 0.014
C 0.610 2.422 0.676
C -4.183 -0.496 1.380
C -1.306 0.708 -1.448
C 0.810 1.062 -2.203
C 1.774 1.159 -3.438
C 1.491 0.608 -0.855
C 2.081 2.462 2.535
C -2.718 -2.777 2.527
C -1.895 0.830 1.069
C -2.742 -0.417 1.516
C -4.165 -2.871 2.352
C 2.146 -0.229 -4.095
C -4.853 -1.727 1.801
C 2.657 0.054 -5.582
H 2.748 0.323 2.926
H 2.327 3.319 3.205
H 0.423 2.111 -2.021
H 3.180 -1.401 -1.593
H 3.337 -0.786 -5.886
H 2.426 1.224 -0.720
H -4.767 0.357 0.957
H -0.687 -0.716 0.068
H -2.589 1.595 0.624
H -0.793 -3.498 3.239
H -2.219 0.067 -1.599
H -2.211 -4.215 4.111
H 1.116 0.736 3.581
H -0.315 2.963 0.334
H 0.941 0.450 1.120
H 2.850 2.446 1.723
H 3.055 -0.633 -3.566
H -1.717 -4.789 2.410
H -0.943 -1.495 2.238
H -1.645 1.768 -1.593
H 2.725 1.636 -3.068
H 2.455 -1.441 0.575
H 1.464 2.965 0.177
H 2.595 1.352 4.419
H 1.320 -0.978 -4.091
H 3.293 0.979 -5.577
H 1.811 0.104 -6.303
H -4.695 -3.808 2.645
H -5.957 -1.783 1.668
H -1.444 1.227 2.022
*
```

Atomic partial charges in e from the natural (NBO) method, atoms 1 to 2: number 1, I, carries 0.141; number 2, P, carries 1.464


(4)
C18H30N2O5S | ωB97M-V with the def2-TZVPD basis set

Results
- molar mass (g/mol) = 386.51
- orbital gap (eV) = 9.98
- HOMO energy (eV) = -9.3
- SMILES string = COCCCCC[C@H]1OC(=O)O[C@@H]1CCCCCCCSc1nnco1
- LUMO level (eV) = 0.68

```
! wB97M-V def2-TZVPD RIJCOSX def2/J DEFGRID3
* xyz 0 1
S -2.528 1.899 1.304
O -0.367 3.978 -2.794
O -4.765 1.374 2.663
O 1.735 -2.118 1.707
O 1.003 2.205 -2.935
O 1.001 3.412 -1.082
N -6.398 1.808 1.253
N -5.191 2.075 0.618
C 2.462 1.242 1.574
C -0.158 -0.215 -2.717
C 1.222 -0.071 -2.045
C 3.473 0.094 1.423
C 3.570 -0.764 2.693
C 1.696 1.389 -1.974
C 2.480 2.229 0.396
C -2.163 -1.755 -2.012
C -0.759 -1.635 -2.630
C -2.324 0.686 -0.026
C -6.088 1.418 2.440
C -2.966 -0.672 0.238
C 2.781 -2.092 2.666
C -4.260 1.803 1.471
C 1.371 2.067 -0.638
C -2.247 -1.830 -0.468
C 2.013 -2.992 0.634
C 0.451 3.275 -2.311
H 4.613 -1.025 2.896
H 3.000 -2.792 0.195
H -2.801 -2.737 -0.205
H 3.464 -2.926 2.463
H 1.971 -4.037 0.961
H -4.014 -0.661 -0.076
H 0.451 1.652 -0.216
H 1.940 -0.650 -2.633
H -1.255 -1.944 -0.023
H 2.691 1.774 2.501
H 3.213 -0.161 3.533
H 4.453 0.522 1.189
H 2.329 -2.268 3.646
H 3.449 2.162 -0.111
H -0.834 -2.018 -3.653
H 2.378 3.259 0.746
H -2.957 -0.876 1.314
H 1.462 0.802 1.669
H -0.075 -2.319 -2.116
H -6.755 1.134 3.239
H -2.675 1.118 -0.965
H 1.199 -0.468 -1.023
H -0.856 0.537 -2.340
H -0.011 0.037 -3.769
H -1.240 0.563 -0.108
H 3.186 -0.515 0.559
H -2.811 -0.959 -2.392
H -2.588 -2.688 -2.397
H 1.264 -2.820 -0.134
H 2.762 1.495 -2.199
*
```

Atomic partial charges in e from the natural (NBO) method, atoms 1 to 2: number 1, S, carries 0.276; number 2, O, carries -0.561


(5)
C18H30N6O2Y | ωB97M-V with the def2-TZVPD basis set

Results
- molar mass (g/mol) = 451.38
- orbital gap (eV) = 7.07
- ΔE to the lowest compared entry with this formula, charge and spin (kcal/mol) = 0.0
- HOMO energy (eV) = -10.3
- LUMO level (eV) = -3.23

```
! wB97M-V def2-TZVPD RIJCOSX def2/J DEFGRID3
* xyz 1 1
Y -0.969 -0.183 -0.058
O -2.907 -0.821 -1.446
O -2.913 -1.442 0.678
N 0.285 0.619 -1.685
N 0.555 -1.628 1.370
N -0.265 -2.148 -1.344
N -3.480 1.409 -0.021
N -0.226 2.054 0.437
N -0.947 0.437 2.307
C 0.090 -1.613 -2.677
C -0.936 2.084 4.129
C -3.442 -0.843 -0.306
C 0.744 -2.963 -0.666
C -0.966 -0.740 3.148
C 0.708 2.004 -1.807
C 0.911 -0.325 -2.594
C -0.588 2.630 1.599
C 2.246 2.154 -1.776
C -0.233 4.778 0.644
C -0.620 4.000 1.735
C 0.189 2.776 -0.598
C -0.861 1.645 2.695
C 0.163 2.647 -3.097
C 0.195 4.173 -0.516
C 0.449 -3.001 0.828
C 0.329 -1.506 2.832
C -4.432 0.264 -0.017
H 1.139 -3.685 1.331
H 0.792 -3.981 -1.063
H -0.928 4.472 2.656
H -1.033 -0.546 4.220
H 1.942 -0.573 -2.292
H -0.257 1.487 4.738
H -0.852 -1.392 -3.178
H -1.138 -2.662 -1.418
H -0.670 3.128 4.256
H -0.928 2.643 -3.081
H 1.724 -2.506 -0.834
H 0.982 0.039 -3.628
H 0.632 -2.356 -3.271
H 2.683 1.653 -2.640
H -0.247 5.857 0.717
H 0.520 3.668 -3.236
H 0.299 -2.489 3.305
H -3.812 2.173 0.554
H 0.492 2.067 -3.958
H -4.869 0.152 0.971
H 1.497 -1.306 1.169
H -0.570 -3.355 0.998
H 2.644 1.701 -0.866
H 0.534 4.773 -1.349
H -5.205 0.347 -0.779
H -1.830 -1.339 2.850
H -3.396 1.759 -0.970
H -1.945 1.933 4.517
H 1.166 -0.957 3.265
H 2.549 3.202 -1.806
*
```

Atomic partial charges in e from the natural (NBO) method, atoms 1 to 2: number 1, Y, carries 1.973; number 2, O, carries -0.723


(6)
C18H30NO5OsP2S | ωB97M-V with the def2-TZVPD basis set

Results
- <S²> = 6.03
- molar mass (g/mol) = 624.69
- orbital gap (alpha / beta) (eV) = 8.21 / 5.60
- HOMO energy (alpha / beta) (eV) = -17.2 / -18.1
- LUMO level (alpha / beta) (eV) = -8.99 / -12.50

```
! wB97M-V def2-TZVPD RIJCOSX def2/J DEFGRID3
* xyz 3 5
Os 0.445 0.419 -1.272
S 0.178 -0.720 1.827
P -1.729 0.493 -1.474
P 2.191 -0.929 -0.923
O 0.022 0.436 0.785
O -0.102 4.002 -1.865
O 1.591 -1.023 2.067
O 1.483 2.091 -2.724
O -0.708 -1.807 1.499
N 0.147 -1.149 -2.768
C -0.356 1.398 3.581
C 2.543 -1.220 -2.717
C -0.096 -2.993 -4.801
C 1.170 -2.562 -4.391
C 1.260 -1.681 -3.325
C 2.297 -2.637 -0.256
C -0.599 1.908 4.852
C -0.614 -0.867 4.449
C -1.087 -1.563 -3.151
C -2.282 -0.956 -2.463
C 3.601 -0.027 -0.241
C -0.910 1.560 7.337
C -0.854 -0.340 5.720
C -1.232 -2.505 -4.162
C -0.807 1.046 5.931
C -2.035 1.851 -2.638
C -2.961 0.651 -0.156
C -0.351 0.016 3.379
H -2.839 -0.180 0.558
H -0.593 2.980 5.056
H -3.981 0.635 -0.578
H 3.324 -1.983 -2.788
H -2.965 1.632 -3.174
H 2.104 -2.882 -4.853
H 0.859 2.917 -2.646
H 2.711 -2.646 0.759
H 4.518 -0.618 -0.377
H -2.780 1.613 0.351
H -0.936 2.653 7.321
H -2.078 2.806 -2.101
H -3.044 -0.629 -3.190
H -0.186 2.038 2.724
H -0.650 -1.948 4.268
H -0.489 4.856 -2.100
H -0.097 1.214 7.999
H -2.759 -1.678 -1.779
H 1.289 -3.066 -0.207
H -1.196 1.861 -3.346
H 2.063 2.285 -3.498
H 2.819 -0.204 -3.098
H -2.252 -2.817 -4.418
H -1.829 1.186 7.803
H -0.182 -3.708 -5.617
H 0.022 3.993 -0.881
H 3.384 0.130 0.826
H -1.031 -1.011 6.578
H 2.903 -3.256 -0.934
H 3.684 0.939 -0.758
*
```

Atomic partial charges in e from the natural (NBO) method, atoms 1 to 2: number 1, Os, carries 0.963; number 2, S, carries 2.349


What is the formula in the fourth record? C18H30N2O5S